No. 1
ORCA calculation (the ωB97M-V functional and the def2-TZVPD basis) on a molecular structure, C33H42BF14N3O8PbSi in a non-equilibrium geometry.

Summary:
2S+1 = 1
Total charge = -2

Cartesian coordinates (Å):
Pb1 -0.502 1.008 -0.214
Si1 -1.091 -2.189 3.295
F1 -0.808 -2.764 -4.013
F2 -3.473 2.790 -3.984
F3 -0.148 4.052 -5.450
F4 1.646 -1.217 -1.019
F5 1.147 -2.786 -4.853
F6 2.198 -2.666 -2.560
F7 0.278 -2.818 -1.598
F8 0.177 1.941 -5.297
F9 -2.739 4.223 -2.414
F10 -2.559 4.681 -4.465
F11 -2.766 -0.133 -2.405
F12 -1.731 2.711 -6.022
F13 -0.225 -1.255 -5.541
F14 -1.966 0.129 -4.577
O1 -2.499 -1.328 3.481
O2 -0.432 -2.402 4.822
O3 -0.541 -0.541 -2.642
O4 0.009 -1.633 2.272
O5 -1.372 1.701 -2.960
O6 0.059 2.758 1.249
O7 -1.761 -3.691 2.871
O8 0.824 3.311 3.319
N1 1.554 1.406 2.377
N2 0.986 1.793 -1.880
N3 1.382 0.417 1.372
C1 0.747 -3.069 5.164
C2 -0.759 2.805 -5.113
C3 1.719 5.310 -1.395
C4 -2.677 -0.029 5.584
C5 -0.029 5.169 -2.990
C6 0.587 -1.032 -3.141
C7 0.737 2.575 2.353
C8 0.629 -3.454 6.656
C9 0.816 3.159 -1.977
C10 5.047 -0.072 -5.541
C11 -3.194 -5.301 1.925
C12 0.949 -4.423 4.405
C13 -2.708 -0.003 4.010
C14 -2.063 -4.284 1.584
C15 1.186 -1.975 -2.073
C16 -2.582 -3.238 0.638
C17 1.915 -2.126 4.928
C18 -0.053 3.756 -2.851
C19 3.052 2.079 -3.103
C20 1.817 0.010 -3.373
C21 0.855 5.949 -2.353
C22 3.983 0.395 -4.516
C23 -1.604 0.919 3.543
C24 -1.170 2.911 -3.551
C25 -0.859 -4.981 1.035
C26 3.990 1.685 -4.041
C27 2.863 -0.456 -4.216
C28 1.652 3.981 -1.198
C29 1.933 1.283 -2.716
C30 -2.495 3.638 -3.603
C31 0.166 -1.910 -4.420
C32 -4.032 0.289 3.334
C33 0.987 7.416 -2.658
B1 -1.636 0.254 -3.237
H1 1.759 -1.773 3.891
H2 1.398 7.998 -1.827
H3 -3.244 0.788 6.011
H4 2.329 0.189 0.994
H5 2.552 5.842 -0.881
H6 1.656 -5.062 4.940
H7 4.780 -0.028 -6.570
H8 5.367 -1.039 -5.234
H9 -3.535 -2.860 0.882
H10 1.738 -1.278 5.601
H11 -3.067 -1.021 5.881
H12 -1.923 -2.409 0.525
H13 -1.651 1.867 4.077
H14 -0.253 -4.149 6.657
H15 1.667 1.055 3.315
H16 2.792 -2.657 5.104
H17 -3.800 0.290 2.261
H18 -0.017 7.874 -2.721
H19 0.314 -2.555 7.213
H20 -1.664 1.092 2.496
H21 1.555 -3.943 7.072
H22 -4.798 -0.440 3.557
H23 -0.376 -5.640 1.742
H24 -2.711 -6.068 2.521
H25 1.335 -4.293 3.417
H26 -0.738 5.534 -3.770
H27 -0.026 -4.916 4.372
H28 3.165 3.037 -2.662
H29 -4.395 1.282 3.595
H30 -3.628 -5.749 1.005
H31 -0.667 0.453 3.735
H32 -1.677 -0.006 6.019
H33 2.836 -1.408 -4.727
H34 4.789 2.385 -4.265
H35 -2.648 -3.754 -0.308
H36 -0.084 -4.265 0.649
H37 -1.310 -5.578 0.224
H38 1.592 7.615 -3.553
H39 5.992 0.627 -5.393
H40 -4.013 -4.914 2.519
H41 2.302 3.588 -0.411
H42 0.889 -0.436 1.786

Forces on atoms 1 to 6 (eV/Å):
Pb 0.917 0.237 0.111
Si 0.500 -0.676 -1.463
F -0.063 0.960 -0.506
F 0.200 0.638 0.789
F -0.589 -1.103 0.032
F -0.408 -0.731 -0.575

Atom charges from the Löwdin analysis, given in e for atoms 1 to 99: number 1, Pb, carries 1.6086; number 2, Si, carries 0.0840; number 3, F, carries 0.1476; number 4, F, carries 0.1741; number 5, F, carries 0.0510; number 6, F, carries 0.1105; number 7, F, carries 0.0798; number 8, F, carries 0.1765; number 9, F, carries 0.1773; number 10, F, carries 0.2292; number 11, F, carries 0.1587; number 12, F, carries 0.1219; number 13, F, carries 0.0550; number 14, F, carries 0.1642; number 15, F, carries 0.1480; number 16, F, carries 0.1673; number 17, O, carries -0.1306; number 18, O, carries -0.1152; number 19, O, carries 0.0278; number 20, O, carries -0.3119; number 21, O, carries 0.0349; number 22, O, carries -0.2573; number 23, O, carries -0.1416; number 24, O, carries 0.0021; number 25, N, carries -0.0168; number 26, N, carries -0.0813; number 27, N, carries -0.0914; number 28, C, carries -0.6759; number 29, C, carries -0.4842; number 30, C, carries -0.0338; number 31, C, carries -0.0190; number 32, C, carries -0.0088; number 33, C, carries -0.2332; number 34, C, carries -0.7587; number 35, C, carries -0.0517; number 36, C, carries -0.3020; number 37, C, carries -0.0708; number 38, C, carries -0.0354; number 39, C, carries -0.0365; number 40, C, carries -0.6007; number 41, C, carries -0.6409; number 42, C, carries -0.5464; number 43, C, carries -0.0294; number 44, C, carries -0.0289; number 45, C, carries -0.0275; number 46, C, carries -0.0054; number 47, C, carries -0.0130; number 48, C, carries -0.2671; number 49, C, carries -0.2739; number 50, C, carries -0.0435; number 51, C, carries -0.2158; number 52, C, carries -0.0383; number 53, C, carries -0.0786; number 54, C, carries 0.0182; number 55, C, carries -0.0579; number 56, C, carries -0.2168; number 57, C, carries -0.5285; number 58, C, carries -0.4356; number 59, C, carries -0.0324; number 60, C, carries -0.0694; number 61, B, carries -1.0931; number 62, H, carries 0.0756; number 63, H, carries 0.0645; number 64, H, carries 0.0646; number 65, H, carries 0.1034; number 66, H, carries 0.1193; number 67, H, carries 0.0720; number 68, H, carries 0.0455; number 69, H, carries 0.0432; number 70, H, carries 0.0766; number 71, H, carries 0.0895; number 72, H, carries 0.0865; number 73, H, carries 0.0640; number 74, H, carries 0.1058; number 75, H, carries 0.0908; number 76, H, carries 0.1145; number 77, H, carries 0.0550; number 78, H, carries 0.0911; number 79, H, carries 0.0773; number 80, H, carries 0.0767; number 81, H, carries 0.0338; number 82, H, carries 0.0890; number 83, H, carries 0.0786; number 84, H, carries 0.0697; number 85, H, carries 0.0689; number 86, H, carries 0.0694; number 87, H, carries 0.1288; number 88, H, carries 0.0779; number 89, H, carries 0.0834; number 90, H, carries 0.0783; number 91, H, carries 0.0831; number 92, H, carries 0.0606; number 93, H, carries 0.0722; number 94, H, carries 0.1026; number 95, H, carries 0.1000; number 96, H, carries 0.0871; number 97, H, carries 0.0995; number 98, H, carries 0.0874; number 99, H, carries 0.0762

---

No. 2
ORCA calculation (the ωB97M-V functional and the def2-TZVPD basis) on a molecular structure, C33H42BF3N7S4SbSe4Tc in a non-equilibrium geometry.

Summary:
2S+1 = 1
Total charge = +3
Relative energy (zero: lowest compared OMol25 entry of this formula, charge and spin) = 9.4 kcal/mol

Cartesian coordinates (Å):
Sb1 3.441 -0.964 4.950
Tc1 1.141 -2.077 1.962
Se1 4.618 1.742 5.510
Se2 1.159 -0.409 4.614
Se3 3.728 -0.795 7.783
Se4 5.094 0.922 7.493
S1 -1.191 -1.907 2.219
S2 3.100 -3.069 3.074
S3 2.928 -0.737 1.330
S4 1.085 -3.525 0.171
F1 3.214 -5.787 6.662
F2 4.292 -5.189 4.890
F3 3.508 -3.678 6.243
N1 -0.990 -0.801 -1.759
N2 -0.235 -1.448 -0.889
N3 0.999 1.277 -1.373
N4 -0.875 0.302 0.866
N5 1.365 0.442 -0.403
N6 -1.041 1.581 0.580
N7 0.649 -3.780 3.218
C1 -2.226 3.704 0.753
C2 -0.417 -3.485 -2.105
C3 1.920 1.976 -2.002
C4 2.137 4.347 -2.639
C5 -2.915 0.215 2.098
C6 -0.113 -4.940 -2.239
C7 0.041 3.143 -3.251
C8 -2.896 3.821 -0.631
C9 1.948 -4.837 4.926
C10 -2.262 -0.598 -3.800
C11 3.250 -4.922 5.670
C12 -0.838 4.359 0.764
C13 -1.701 -0.357 1.681
C14 -3.889 -0.555 2.926
C15 0.086 -2.740 -1.016
C16 -0.360 -5.385 4.652
C17 -3.194 0.355 -3.039
C18 -2.096 2.221 1.043
C19 -1.213 0.205 -4.599
C20 0.835 -5.542 5.347
C21 -3.078 -1.464 -4.760
C22 1.550 2.985 -3.072
C23 3.674 0.981 -0.669
C24 -1.205 -2.803 -2.999
C25 -1.472 -1.434 -2.811
C26 5.106 0.756 -0.305
C27 -0.416 -4.498 3.601
C28 3.291 1.793 -1.700
C29 -3.104 1.525 1.742
C30 2.177 2.557 -4.411
C31 1.821 -3.974 3.832
C32 -3.109 4.403 1.794
C33 2.626 0.319 -0.001
B1 0.314 -0.524 0.266
H1 -0.657 -0.451 -5.271
H2 -3.440 -0.831 3.882
H3 0.896 -6.208 6.197
H4 -3.760 -2.128 -4.225
H5 5.741 1.508 -0.766
H6 -4.162 4.138 1.690
H7 1.737 1.624 -4.768
H8 -1.625 -3.325 -3.848
H9 3.227 4.356 -2.668
H10 -3.939 -0.208 -2.473
H11 -4.011 2.034 2.038
H12 -0.901 5.366 0.354
H13 -3.723 0.993 -3.747
H14 -2.631 0.983 -2.350
H15 -3.033 5.480 1.648
H16 -0.454 -5.486 -1.358
H17 -0.473 2.185 -3.248
H18 0.962 -5.110 -2.317
H19 5.426 -0.226 -0.662
H20 -2.438 -2.058 -5.414
H21 3.258 2.429 -4.348
H22 1.780 5.118 -3.321
H23 -4.783 0.033 3.118
H24 4.048 2.288 -2.292
H25 -0.596 -5.356 -3.120
H26 5.253 0.776 0.774
H27 -0.156 3.640 -4.201
H28 -0.469 4.434 1.789
H29 -0.509 0.690 -3.924
H30 -2.783 4.178 2.812
H31 -1.241 -5.940 4.937
H32 -2.966 4.870 -0.919
H33 -0.127 3.776 0.184
H34 -1.712 0.966 -5.201
H35 -1.330 -4.356 3.042
H36 -2.328 3.287 -1.391
H37 1.814 4.607 -1.629
H38 -3.678 -0.815 -5.397
H39 1.981 3.331 -5.152
H40 -3.908 3.412 -0.603
H41 -0.375 3.765 -2.463
H42 -4.177 -1.481 2.423

Forces on atoms 1 to 6 (eV/Å):
Sb -0.012 0.138 0.074
Tc -0.548 0.281 -0.857
Se -0.073 -0.052 0.088
Se -0.003 -0.469 -0.481
Se -0.152 -0.075 -0.168
Se 0.094 0.027 -0.105

What are the Löwdin partial charges on each atom? They are as follows, in elementary charge units: number 1, Sb, carries 0.5256; number 2, Tc, carries 0.5281; number 3, Se, carries 0.1987; number 4, Se, carries 0.0403; number 5, Se, carries 0.2233; number 6, Se, carries 0.1932; number 7, S, carries 0.7930; number 8, S, carries 0.5409; number 9, S, carries 0.6369; number 10, S, carries 0.7708; number 11, F, carries 0.2033; number 12, F, carries 0.1702; number 13, F, carries -0.0029; number 14, N, carries 0.1929; number 15, N, carries -0.0002; number 16, N, carries 0.2006; number 17, N, carries 0.0079; number 18, N, carries 0.0101; number 19, N, carries 0.2029; number 20, N, carries -0.1749; number 21, C, carries -0.5344; number 22, C, carries -0.2193; number 23, C, carries -0.1608; number 24, C, carries -0.0214; number 25, C, carries -0.2180; number 26, C, carries -0.0408; number 27, C, carries -0.0375; number 28, C, carries -0.0177; number 29, C, carries -0.0902; number 30, C, carries -0.5302; number 31, C, carries -0.5797; number 32, C, carries -0.0358; number 33, C, carries -0.5371; number 34, C, carries -0.0286; number 35, C, carries -0.5282; number 36, C, carries 0.0162; number 37, C, carries -0.0316; number 38, C, carries -0.1648; number 39, C, carries -0.0231; number 40, C, carries 0.0647; number 41, C, carries -0.0413; number 42, C, carries -0.5297; number 43, C, carries -0.2174; number 44, C, carries 0.1148; number 45, C, carries -0.1602; number 46, C, carries -0.0300; number 47, C, carries -0.1224; number 48, C, carries 0.0989; number 49, C, carries 0.1095; number 50, C, carries -0.0169; number 51, C, carries -0.6438; number 52, C, carries -0.0415; number 53, C, carries -0.5202; number 54, B, carries -0.5273; number 55, H, carries 0.0996; number 56, H, carries 0.0954; number 57, H, carries 0.1464; number 58, H, carries 0.1001; number 59, H, carries 0.0992; number 60, H, carries 0.0865; number 61, H, carries 0.0892; number 62, H, carries 0.1339; number 63, H, carries 0.0872; number 64, H, carries 0.0944; number 65, H, carries 0.1365; number 66, H, carries 0.0986; number 67, H, carries 0.0995; number 68, H, carries 0.0563; number 69, H, carries 0.1022; number 70, H, carries 0.0926; number 71, H, carries 0.0342; number 72, H, carries 0.0971; number 73, H, carries 0.1085; number 74, H, carries 0.0890; number 75, H, carries 0.0849; number 76, H, carries 0.1039; number 77, H, carries 0.0992; number 78, H, carries 0.1377; number 79, H, carries 0.0991; number 80, H, carries 0.0744; number 81, H, carries 0.1070; number 82, H, carries 0.0930; number 83, H, carries 0.0378; number 84, H, carries 0.0986; number 85, H, carries 0.1332; number 86, H, carries 0.1030; number 87, H, carries 0.0530; number 88, H, carries 0.1082; number 89, H, carries 0.0899; number 90, H, carries 0.0589; number 91, H, carries 0.0884; number 92, H, carries 0.1024; number 93, H, carries 0.1027; number 94, H, carries 0.0954; number 95, H, carries 0.0718; number 96, H, carries 0.0967

---

Asked for HOMO-LUMO gap across the records above, the calculation gives 6.87 5.23 eV in order.